(1)
The following is a quantum chemistry calculation of a structure of composition C24H44BN2P2PbS4Sb, from OMol25.

```
79
Properties=species:S:1:pos:R:3
Pb 0.503 0.746 1.450
C -3.142 4.105 1.405
C -2.614 3.656 0.041
C -1.236 4.306 -0.172
C -3.565 4.142 -1.055
P -2.255 1.821 0.142
C -1.977 1.411 -1.653
N -0.909 0.445 -1.822
B 0.047 -0.054 -0.838
N 0.932 -0.890 -1.650
C 2.126 -1.615 -1.258
P 2.486 -1.390 0.556
C 4.227 -0.691 0.508
C 4.070 0.712 -0.102
C 5.280 -1.456 -0.297
C 4.717 -0.526 1.949
C 2.450 -3.133 1.206
C 2.520 -3.071 2.737
C 1.059 -3.668 0.829
C 3.521 -4.078 0.664
C 0.541 -0.860 -2.975
C 1.076 -1.471 -4.094
C 0.469 -1.243 -5.333
C -0.645 -0.424 -5.439
C -1.192 0.195 -4.309
C -0.595 -0.029 -3.083
C -3.811 0.869 0.535
C -4.050 0.933 2.050
C -5.067 1.312 -0.214
C -3.490 -0.588 0.166
H -3.125 5.199 1.460
H -2.535 3.715 2.224
H -4.170 3.779 1.565
H -1.348 5.395 -0.170
H -0.791 4.019 -1.127
H -0.540 4.030 0.620
H -3.600 5.237 -1.037
H -4.582 3.776 -0.916
H -3.232 3.848 -2.051
H -1.724 2.330 -2.193
H -2.903 1.034 -2.104
H 2.978 -1.262 -1.849
H 2.015 -2.681 -1.486
H 3.717 0.681 -1.134
H 5.047 1.207 -0.097
H 3.379 1.329 0.473
H 4.960 -1.661 -1.320
H 5.548 -2.404 0.169
H 6.190 -0.850 -0.358
H 3.963 -0.068 2.592
H 5.604 0.115 1.958
H 4.996 -1.484 2.388
H 1.734 -2.452 3.174
H 3.481 -2.702 3.095
H 2.385 -4.079 3.138
H 0.266 -2.975 1.117
H 0.894 -4.597 1.382
H 0.975 -3.894 -0.237
H 4.501 -3.869 1.097
H 3.610 -4.041 -0.425
H 3.256 -5.103 0.939
H 1.948 -2.107 -4.012
H 0.875 -1.715 -6.219
H -1.101 -0.261 -6.408
H -2.059 0.837 -4.394
H -4.442 1.903 2.359
H -3.157 0.718 2.637
H -4.783 0.174 2.335
H -5.410 2.296 0.111
H -5.872 0.599 -0.007
H -4.921 1.333 -1.298
H -2.577 -0.937 0.652
H -3.400 -0.734 -0.914
H -4.310 -1.216 0.525
S 0.492 -2.072 5.958
Sb -0.637 -0.342 4.953
S -0.839 -1.081 2.585
S 0.589 1.603 4.723
S -2.819 -0.035 5.587
```

Charge ... -2
Orbital gap ... 0.18483 Eh
LUMO level ... 0.145 Eh

***

(2)
The following is a quantum chemistry calculation of a structure of composition C2H4KNO5, from OMol25.

```
13
Properties=species:S:1:pos:R:3
K 0.117 -1.292 1.399
O -1.653 2.088 2.604
C -1.363 1.029 1.874
O -0.214 0.649 1.888
O -2.230 0.472 1.088
H -0.858 2.168 3.136
C 1.170 -1.214 -2.129
N 0.469 -0.153 -1.323
O 0.942 0.985 -1.282
O -0.348 -0.515 -0.510
H 0.443 -1.587 -2.849
H 1.471 -1.846 -1.294
H 2.053 -0.784 -2.601
```

Relative energy (zero: lowest compared OMol25 entry of this formula, charge and spin) ... 44.1 kcal/mol
Orbital gap ... 0.26896 Eh
LUMO level ... -0.024 Eh

***

(3)
The following is a quantum chemistry calculation of a structure of composition C58H60Br2N8O2PbS2, from OMol25.

```
133
Properties=species:S:1:pos:R:3
Pb -0.220 0.462 -0.058
C -5.382 0.307 -3.571
C -4.348 -0.726 -4.040
C -2.974 -0.362 -3.571
C -2.083 0.463 -4.186
C -2.208 1.115 -5.529
C -1.469 0.335 -6.624
C -0.939 0.577 -3.295
N -1.168 -0.147 -2.180
C -2.374 -0.754 -2.305
C -2.929 -1.635 -1.378
C -2.362 -2.134 -0.197
C -2.963 -3.145 0.657
C -4.328 -3.743 0.479
C -4.292 -5.147 -0.138
C -2.050 -3.419 1.632
C -0.898 -2.564 1.364
C 0.320 -2.579 2.058
C 1.477 -1.854 1.787
N 1.596 -0.850 0.877
C 2.885 -0.449 0.866
C 3.447 0.445 -0.056
C 2.860 0.962 -1.212
N 1.569 0.788 -1.576
C 1.401 1.340 -2.804
C 0.235 1.294 -3.562
C 2.655 1.943 -3.233
C 3.560 1.702 -2.253
C 4.987 2.148 -2.186
C 5.163 3.357 -1.255
C 2.859 2.676 -4.520
C 3.130 1.735 -5.701
C 3.632 -1.189 1.872
C 2.760 -2.063 2.438
C 3.046 -3.068 3.511
C 2.793 -2.505 4.916
C 5.089 -1.027 2.174
C 5.982 -1.854 1.239
N -1.146 -1.795 0.284
C -2.178 -4.387 2.773
C -3.189 -3.950 3.846
H -6.398 0.018 -3.853
H -5.167 1.288 -3.999
H -5.335 0.419 -2.486
H -4.365 -0.792 -5.132
H -4.624 -1.712 -3.660
H -1.811 2.132 -5.476
H -3.265 1.200 -5.794
H -0.409 0.245 -6.379
H -1.560 0.829 -7.595
H -1.874 -0.676 -6.710
H -3.910 -2.022 -1.628
H -4.936 -3.091 -0.151
H -4.829 -3.782 1.449
H -3.796 -5.124 -1.110
H -5.302 -5.542 -0.273
H -3.741 -5.840 0.501
H 0.395 -3.280 2.880
H 4.496 0.679 0.090
H 0.259 1.838 -4.499
H 5.329 2.413 -3.189
H 5.617 1.322 -1.845
H 4.452 4.141 -1.521
H 6.178 3.760 -1.314
H 4.962 3.079 -0.218
H 3.693 3.372 -4.409
H 1.976 3.284 -4.724
H 4.033 1.146 -5.523
H 3.264 2.295 -6.631
H 2.301 1.037 -5.834
H 4.085 -3.402 3.428
H 2.422 -3.951 3.359
H 3.443 -1.650 5.111
H 2.973 -3.265 5.682
H 1.766 -2.147 5.007
H 5.275 -1.324 3.209
H 5.361 0.029 2.096
H 5.733 -2.914 1.317
H 7.040 -1.730 1.486
H 5.830 -1.553 0.201
H -1.202 -4.507 3.244
H -2.455 -5.373 2.388
H -3.128 -2.874 4.025
H -2.999 -4.472 4.788
H -4.214 -4.173 3.544
S 1.441 4.684 -1.506
C -0.226 4.402 -1.516
N -0.915 3.385 -1.074
C -2.283 3.543 -1.209
C -3.249 2.640 -0.757
C -4.593 2.925 -0.946
C -4.998 4.096 -1.589
C -4.050 5.007 -2.040
C -2.704 4.729 -1.842
S -1.309 5.676 -2.241
H -2.942 1.741 -0.232
H -5.340 2.236 -0.571
H -6.053 4.301 -1.724
H -4.355 5.925 -2.531
N -0.944 -0.038 4.804
C -0.455 0.045 6.081
C 0.855 0.422 5.953
N 1.182 0.568 4.624
C 0.069 0.285 3.975
H -1.915 -0.262 4.516
H -1.073 -0.150 6.942
H 1.583 0.591 6.731
H -0.067 0.313 2.904
Br 0.979 5.102 5.795
C 0.667 4.190 4.153
C -0.608 3.758 3.846
C -0.770 3.062 2.655
N 0.233 2.808 1.818
C 1.445 3.257 2.129
C 1.721 3.959 3.296
H -1.443 3.926 4.510
H -1.739 2.655 2.380
H 2.232 3.046 1.412
H 2.722 4.297 3.522
Br -9.214 -1.292 0.234
C -7.494 -0.989 1.010
C -6.431 -0.670 0.183
C -5.187 -0.436 0.758
C -5.007 -0.543 2.133
C -6.090 -0.876 2.934
C -7.348 -1.092 2.382
C -3.640 -0.280 2.756
O -3.477 -0.759 3.914
O -2.810 0.341 2.069
H -6.575 -0.597 -0.887
H -4.333 -0.170 0.147
H -5.929 -0.972 4.000
H -8.197 -1.338 3.005
```

Charge ... -2
Orbital gap ... 0.20360 Eh
LUMO level ... 0.130 Eh